No. 1
Below is one molecule with the formula C15H14BrNO2S in a non-equilibrium geometry, with properties calculated with the ωB97M-V functional and the def2-TZVPD basis.

Element x y z (Å)
Br  3.639  3.736  5.484
S  -0.111  0.732  -0.036
O  2.937  -1.865  -1.687
O  -4.238  -1.576  -2.451
N  -1.646  -0.932  -1.540
C  -3.883  -0.224  -2.080
C  2.067  -1.223  -1.120
C  3.227  2.028  1.695
C  1.556  0.530  0.596
C  2.934  2.802  3.955
C  2.009  1.339  1.748
C  1.729  2.140  4.021
C  -3.540  -2.554  -1.676
C  -0.363  -0.668  -1.128
C  2.452  -0.324  -0.008
C  0.683  -1.444  -1.537
C  -2.427  0.064  -2.297
C  1.306  1.406  2.931
C  3.719  2.731  2.812
C  -2.024  -2.340  -1.792
H  -1.697  -2.631  -2.770
H  -4.479  0.462  -2.724
H  0.535  -2.240  -2.258
H  -1.547  -2.990  -1.047
H  4.644  3.248  2.706
H  3.440  -0.427  0.380
H  1.139  2.236  4.936
H  -3.885  -2.425  -0.631
H  -2.203  -0.002  -3.349
H  -3.732  -3.612  -1.940
H  3.798  2.076  0.800
H  -2.242  1.074  -2.001
H  -4.147  -0.008  -1.017
H  0.352  0.879  3.025

Forces on atoms 1 to 2 (eV/Å):
-0.37 -0.24 -0.48
0.17 -0.30 0.52

The value obtained for the orbital gap is 8.58 eV. Its SMILES is O=c1cc(-c2ccc(Br)cc2)sc(N2CCOCC2)c1. The HOMO energy is -8.62 eV. The net charge is 0.

No. 2
Below is one molecule with the formula C15H14BrNO7 in a non-equilibrium geometry, with properties calculated with the ωB97M-V functional and the def2-TZVPD basis.

Element x y z (Å)
Br  4.255  4.360  0.741
O  -2.506  -1.351  3.219
O  -2.369  0.352  -0.736
O  -0.740  -1.581  -3.811
O  0.723  -0.187  -4.730
O  -0.237  -0.090  3.372
O  0.701  2.049  -2.938
O  -0.983  -2.173  0.737
N  0.694  -0.614  -0.038
C  0.459  -0.204  -2.373
C  -0.715  -0.186  2.012
C  2.350  0.605  1.272
C  3.216  2.731  0.445
C  0.413  -1.118  -1.333
C  1.689  1.439  -0.905
C  2.456  2.583  -0.732
C  -2.292  -1.612  0.867
C  0.026  -1.222  1.144
C  3.164  1.741  1.443
C  0.130  -0.735  -3.694
C  0.957  1.167  -2.149
C  -2.174  -0.641  2.021
C  1.580  0.469  0.126
C  -2.842  -0.983  -0.440
H  2.281  -0.118  2.050
H  -0.934  0.217  3.965
H  3.735  1.880  2.363
H  0.736  -1.785  1.759
H  0.364  -0.576  -5.538
H  -0.696  0.834  1.566
H  0.088  -2.155  -1.436
H  2.476  3.395  -1.514
H  -3.954  -0.891  -0.379
H  -2.684  -1.675  -1.275
H  -1.583  0.409  -1.326
H  -1.939  -2.146  3.217
H  -2.977  -2.424  1.097
H  -2.870  0.235  1.929

Forces on atoms 1 to 2 (eV/Å):
-0.63 -1.09 -0.21
0.37 0.06 -0.15

The value obtained for the orbital gap is 8.38 eV. Its SMILES is O=C(O)c1cn([C@@H]2O[C@H](CO)[C@@H](O)[C@H]2O)c2ccc(Br)cc2c1=O. The HOMO energy is -8.80 eV. The net charge is 0. The relative energy (zero: lowest compared OMol25 entry of this formula, charge and spin) is 27.35 kJ/mol.

No. 3
Below is C15H14CeCl2O6S as an isolated structure in a non-equilibrium geometry, with properties calculated with the ωB97M-V functional and the def2-TZVPD basis.

Element x y z (Å)
Ce  -0.764  2.335  1.143
Cl  -2.622  -0.060  0.543
Cl  -3.529  2.386  1.753
S  3.397  -5.533  -0.717
O  -0.880  6.695  1.881
O  -1.037  2.086  -0.994
O  0.209  3.746  -0.277
O  1.099  -5.282  -2.019
O  -1.269  4.502  1.973
O  -2.493  4.593  -0.515
C  -3.962  0.686  1.430
C  1.517  -4.221  0.819
C  0.939  -3.085  1.359
C  -0.696  3.297  -1.027
C  -1.659  4.289  -1.652
C  3.306  -2.879  -0.089
C  2.144  -5.866  -1.977
C  2.732  -1.744  0.451
C  -2.211  5.796  0.159
C  2.598  -6.925  -2.938
C  0.466  0.462  1.949
C  0.918  -0.625  1.616
C  2.685  -4.112  0.077
C  -1.386  5.590  1.417
C  1.529  -1.837  1.161
H  -3.165  6.213  0.494
H  4.229  -2.817  -0.650
H  0.027  -3.160  1.936
H  -2.285  3.819  -2.404
H  3.028  -6.431  -3.810
H  1.746  -7.519  -3.264
H  1.059  -5.188  0.969
H  -0.383  6.566  2.703
H  -1.720  6.531  -0.479
H  -4.855  0.673  0.818
H  -4.099  0.176  2.376
H  -1.167  5.176  -2.046
H  3.195  -0.776  0.322
H  3.361  -7.560  -2.491

Forces on atoms 1 to 2 (eV/Å):
0.47 -2.91 4.45
-0.28 -0.26 0.11

The value obtained for the orbital gap (spin up / spin down) is 7.28 / 7.34 eV. The HOMO energy (spin up / spin down) is -10.46 / -10.46 eV. The spin multiplicity is 2. The net charge is +1. The relative energy (zero: lowest compared OMol25 entry of this formula, charge and spin) is 0.00 kJ/mol.

No. 4
Below is C15H14Cl4IrN9O4S as an isolated structure, with properties calculated with the ωB97M-V functional and the def2-TZVPD basis.

Element x y z (Å)
Ir  0.448  -0.381  0.639
Cl  -2.933  1.176  -2.286
Cl  -3.225  4.153  -3.179
Cl  1.105  5.483  -0.250
Cl  -1.241  6.314  -2.169
S  0.226  0.902  2.583
O  -0.771  0.727  -0.521
O  1.119  2.643  0.341
O  3.694  1.712  -1.031
O  1.869  0.979  -1.902
N  4.444  0.706  1.210
N  -1.312  -1.132  1.191
N  2.392  0.235  0.087
N  2.979  -0.898  1.952
N  -1.896  0.622  4.128
N  2.675  1.051  -1.014
N  1.719  -1.537  1.869
N  -1.968  -0.729  2.315
N  0.159  -1.768  -0.889
C  -0.027  4.337  -0.826
C  -1.961  3.695  -2.127
C  -0.799  1.973  -0.861
C  -1.319  0.184  3.001
C  -3.255  -2.492  0.573
C  -1.045  4.688  -1.660
C  3.296  0.077  1.054
C  -0.670  -3.563  -2.812
C  -1.065  -2.342  -0.794
C  -1.830  2.380  -1.733
C  0.170  2.967  -0.387
C  -1.880  -1.958  0.376
C  -1.499  -3.248  -1.745
C  0.572  -2.961  -2.902
C  0.949  -2.063  -1.919
H  -0.998  -4.266  -3.565
H  4.666  1.440  0.549
H  1.243  -3.168  -3.723
H  1.277  -1.488  2.790
H  -1.501  1.393  4.636
H  1.855  -2.508  1.594
H  -3.753  -1.948  1.368
H  5.049  0.504  1.986
H  -3.227  -3.552  0.837
H  -3.829  -2.388  -0.348
H  -2.817  0.293  4.367
H  3.499  -1.000  2.808
H  1.895  -1.543  -1.959
H  -2.476  -3.699  -1.653

Forces on atoms 1 to 2 (eV/Å):
0.21 -0.19 0.21
-0.01 -0.02 0.00

The value obtained for the orbital gap (spin up / spin down) is 6.19 / 6.74 eV. The HOMO energy (spin up / spin down) is -9.78 / -10.43 eV. The spin multiplicity is 2. The net charge is +1. The relative energy (zero: lowest compared OMol25 entry of this formula, charge and spin) is 10.28 kJ/mol.

No. 5
Below is one molecule with the formula C15H14N2O2S in a non-equilibrium geometry, with properties calculated with the ωB97M-V functional and the def2-TZVPD basis.

Element x y z (Å)
S  -0.062  -2.014  -3.856
O  -1.513  1.423  5.106
O  -0.665  -0.658  4.717
N  1.900  -0.466  -4.481
N  -1.165  1.039  1.900
C  2.921  0.355  -4.270
C  -0.342  -2.787  -2.232
C  -0.854  0.486  4.347
C  -1.472  -2.019  -0.152
C  1.171  -0.883  -3.436
C  3.196  0.864  -2.972
C  2.392  0.483  -1.895
C  -1.786  -1.031  0.823
C  -1.934  2.274  1.688
C  -0.539  -1.777  -1.132
C  -0.240  0.960  3.021
C  0.045  0.300  -0.031
C  1.285  -0.355  -2.142
C  -0.963  0.100  0.870
C  0.262  -0.636  -1.078
H  2.589  0.959  -0.962
H  -2.823  2.338  2.349
H  -2.240  2.296  0.653
H  4.057  1.501  -2.858
H  -2.006  -2.942  -0.090
H  0.557  -3.411  -1.960
H  0.535  0.244  2.751
H  -1.283  3.187  1.887
H  3.602  0.693  -5.055
H  -2.561  -1.217  1.578
H  -1.708  1.003  5.958
H  0.602  1.233  0.062
H  -1.200  -3.445  -2.316
H  0.242  1.902  3.207

Forces on atoms 1 to 2 (eV/Å):
-0.82 -0.76 -0.02
0.62 -0.62 -0.90

The value obtained for the orbital gap is 8.44 eV. Its SMILES is CN(CC(=O)O)c1ccc2c(c1)-c1cccnc1SC2. The HOMO energy is -8.18 eV. The net charge is 0. The relative energy (zero: lowest compared OMol25 entry of this formula, charge and spin) is 138.05 kJ/mol.

No. 6
Below is C15H14N4O2 as an isolated structure in a non-equilibrium geometry, with properties calculated with the ωB97M-V functional and the def2-TZVPD basis.

Element x y z (Å)
O  -1.762  -0.718  3.419
O  1.951  2.809  0.750
N  0.007  1.886  1.021
N  3.725  1.057  -1.753
N  -1.801  0.794  1.547
N  -0.642  0.210  -0.146
C  1.358  1.826  0.397
C  0.717  -3.095  -3.777
C  2.609  1.105  -1.179
C  0.467  0.108  -0.797
C  1.411  -1.756  -4.060
C  -2.375  1.573  2.646
C  -1.865  0.505  3.870
C  -2.887  -0.332  1.358
C  1.222  -0.702  -3.042
C  0.117  -2.264  -1.525
C  1.309  1.004  -0.506
C  -2.780  -0.891  2.796
C  -0.740  0.884  0.839
C  0.377  -0.991  -2.018
C  0.398  -3.118  -2.504
H  -0.719  0.875  4.265
H  -3.733  -0.039  1.222
H  1.651  -1.401  -5.123
H  -3.771  -0.985  3.399
H  -0.001  2.376  1.881
H  0.029  -4.162  -2.321
H  -2.623  0.790  4.828
H  -1.899  2.541  2.630
H  1.389  0.238  -3.386
H  -0.188  -2.437  -0.633
H  0.917  -3.807  -4.480
H  -3.381  1.708  2.822
H  -2.239  -1.097  0.681
H  -2.585  -2.191  2.735

Forces on atoms 1 to 2 (eV/Å):
8.47 1.95 5.54
3.23 0.44 -0.07

The value obtained for the orbital gap is 8.74 eV. The HOMO energy is -8.85 eV. The net charge is 0. The relative energy (zero: lowest compared OMol25 entry of this formula, charge and spin) is 1394.31 kJ/mol.